119
Properties=species:S:1:pos:R:3:forces:R:3 method="wB97M-V/def2-TZVPD" lumo_ev=-1.6 mol_weight_g_mol=639.0 homo_ev=-3.18 energy_ha=-1973.789894 max_force_ev_per_a=2.94
C 4.74256 0.77726 4.10652 -2.019 1.759 1.204
C 3.90592 1.55578 4.54022 1.962 -2.080 -0.632
C 2.91417 2.40383 5.16611 -0.465 0.937 -0.225
C 1.49877 2.10504 4.68238 -0.536 -0.512 -0.160
C 1.13205 0.60351 4.79639 1.242 0.584 -0.775
N 1.11187 0.02173 3.42990 -0.673 0.087 0.246
C -0.02972 -0.71408 3.13381 0.579 -0.105 0.062
N -0.34976 -1.91126 3.82193 0.281 0.567 0.151
C 0.75333 -2.90005 3.80668 -0.859 -1.158 0.123
C 0.63863 -3.83961 2.58467 0.717 1.219 -0.047
C 1.68098 -3.46478 1.47980 -0.678 -0.974 0.793
C 2.63270 -4.64639 1.15981 -0.612 0.676 -0.843
C 2.54161 -5.06671 -0.33196 1.387 -0.308 0.866
C 3.84047 -4.75617 -1.08394 -0.861 -0.361 -0.758
C 3.69914 -5.21898 -2.56143 0.811 0.362 0.666
C 3.92493 -4.08776 -3.56087 0.165 -0.974 0.047
C 3.81199 -4.60302 -4.98624 -0.518 0.372 -0.556
C 3.72574 -3.49979 -6.05925 -0.216 0.057 1.037
C 4.68043 -2.33138 -5.84688 0.188 -0.115 -0.756
C 6.12157 -2.62218 -6.24285 -0.065 0.675 -0.405
C 6.97950 -1.36309 -6.12904 0.763 -0.364 0.242
C 8.48682 -1.57728 -6.45176 -0.409 -0.691 0.144
C 8.81771 -2.87445 -7.20519 0.407 0.726 -0.184
N -0.84398 -0.28701 2.20437 -0.252 -0.860 -0.902
C -2.05979 -1.05399 1.91106 -0.633 0.444 0.416
C -3.15021 -0.75084 2.97738 0.340 -1.029 -0.433
O -4.13549 0.09267 2.45388 0.004 -0.018 0.315
C -0.66651 0.94309 1.44847 -0.197 0.721 -0.200
O 0.60459 1.05306 0.90361 0.287 -0.146 0.380
C 0.76029 2.23594 0.13201 0.517 -0.088 -0.219
C 0.65861 3.54791 0.89614 -0.357 0.736 -0.439
O 1.89283 4.24948 0.88041 0.072 -0.593 0.200
C 2.07049 5.04265 2.03038 -0.082 0.705 0.251
C 1.13465 6.25110 2.11004 0.294 0.123 0.278
H 5.49726 0.07713 3.89459 0.394 -0.274 -0.395
H 2.97333 2.36986 6.25095 0.183 -0.210 0.134
H 3.14320 3.42933 4.87604 0.038 0.204 0.157
H 1.46036 2.35883 3.62750 -0.099 -0.022 -0.161
H 0.73487 2.70674 5.17266 0.239 0.225 0.270
H 0.18682 0.45378 5.30737 -0.083 -0.120 0.071
H 1.96684 0.14081 5.32154 -0.351 -0.334 0.480
H 1.96582 -0.47208 3.20719 0.132 0.134 -0.067
H -0.49279 -1.64014 4.79454 -0.201 -0.120 0.023
H 1.74714 -2.46480 3.91211 0.071 0.157 -0.137
H 0.60378 -3.51806 4.68953 -0.055 0.133 0.230
H -0.37120 -3.75299 2.19868 -0.191 -0.009 -0.023
H 0.73848 -4.86404 2.92304 0.256 -0.178 -0.058
H 2.23870 -2.59395 1.81542 0.169 0.095 0.005
H 1.11672 -3.14390 0.60832 0.188 -0.057 -0.308
H 2.41290 -5.52359 1.75976 -0.197 0.081 0.311
H 3.63956 -4.33700 1.43137 0.243 -0.146 -0.218
H 1.69112 -4.62840 -0.84338 -0.157 0.152 0.004
H 2.42491 -6.14927 -0.35498 -0.217 -0.116 -0.201
H 4.05485 -3.68856 -1.01833 0.085 0.091 -0.064
H 4.66836 -5.29949 -0.63566 0.071 0.091 0.297
H 4.46440 -5.97835 -2.72452 -0.037 -0.162 -0.241
H 2.74054 -5.71685 -2.68754 -0.200 0.088 -0.219
H 4.93608 -3.72214 -3.38656 0.017 0.372 0.057
H 3.20711 -3.29420 -3.35699 -0.022 0.239 -0.133
H 4.60265 -5.30567 -5.24764 0.230 -0.032 0.293
H 2.87820 -5.16528 -5.04770 -0.012 -0.221 -0.076
H 3.84287 -3.94837 -7.04303 0.073 0.104 -0.187
H 2.71679 -3.08948 -6.00094 -0.167 -0.020 -0.154
H 4.63019 -1.92296 -4.83952 -0.079 -0.132 0.196
H 4.33605 -1.52844 -6.50174 0.022 0.187 -0.008
H 6.56987 -3.45164 -5.69816 -0.076 -0.073 0.210
H 6.11972 -2.89282 -7.29878 -0.061 -0.354 -0.048
H 6.60026 -0.58055 -6.78273 -0.293 0.011 -0.032
H 6.90856 -1.00155 -5.10216 -0.093 0.238 0.013
H 8.86185 -0.74585 -7.03917 0.080 0.233 0.071
H 9.03824 -1.62036 -5.51474 0.167 0.245 0.068
H 8.77136 -3.75036 -6.57011 -0.279 -0.207 0.012
H 9.84585 -2.80148 -7.55860 0.103 -0.096 -0.034
H 8.19615 -2.98246 -8.08895 -0.116 -0.249 -0.046
H -1.85786 -2.11229 1.81880 0.288 -0.107 0.253
H -2.48489 -0.72560 0.97014 0.227 0.194 -0.202
H -3.55631 -1.71574 3.28836 -0.190 0.026 0.119
H -2.68755 -0.31560 3.85950 -0.051 0.316 0.045
H -4.80046 -0.48015 2.05830 -0.291 0.336 -0.137
H -1.39414 0.96768 0.63609 -0.262 -0.302 0.056
H -0.94228 1.77781 2.10449 0.272 0.081 0.153
H 0.09558 2.20039 -0.73394 -0.348 0.079 0.108
H 1.76591 2.19037 -0.27475 0.164 -0.093 0.040
H 0.31660 3.44252 1.92771 0.017 -0.341 0.071
H -0.08527 4.17049 0.39118 -0.146 0.048 0.074
H 1.98692 4.45772 2.95259 -0.144 -0.326 -0.113
H 3.08910 5.41640 2.00302 0.215 -0.116 -0.117
H 0.13109 6.05905 1.74593 -0.065 -0.088 -0.153
H 1.03161 6.58429 3.14144 0.024 -0.075 0.165
H 1.57431 7.09079 1.58286 -0.177 0.085 -0.360
C -5.87142 1.48891 -0.44629 0.341 -0.221 0.070
C -7.10993 1.78481 0.42682 0.828 0.197 0.094
C -6.66491 2.53353 1.69043 0.031 0.208 0.326
C -6.22690 3.98208 1.46810 -0.002 0.058 -0.015
C -6.91876 4.63512 0.26390 0.318 -0.023 0.039
C -8.24987 3.98366 -0.14027 0.407 0.408 0.171
N -8.01281 2.57373 -0.41247 -0.448 -0.349 -0.145
O -9.13014 1.90626 -0.80934 -0.112 0.009 -0.007
C -8.68710 4.65451 -1.44214 -0.241 0.112 -0.211
C -9.31744 4.26441 0.92730 -0.251 0.031 0.201
C -7.68035 0.44824 0.88730 -0.345 -0.167 -0.173
H -6.16056 0.92735 -1.33589 -0.143 0.070 0.005
H -5.12357 0.89352 0.10054 -0.016 0.018 0.015
H -5.38377 2.40735 -0.77670 -0.068 0.049 0.030
H -7.48396 2.52977 2.41455 -0.103 -0.097 -0.132
H -5.85176 1.98469 2.17611 -0.015 -0.073 -0.072
H -6.43515 4.55488 2.37606 -0.001 -0.024 0.006
H -5.14236 4.03206 1.32982 -0.004 -0.002 -0.029
H -7.06470 5.70001 0.46527 -0.168 -0.017 -0.040
H -6.23976 4.59347 -0.59338 -0.118 -0.103 -0.086
H -7.98221 4.43205 -2.24515 0.020 -0.090 0.051
H -8.72719 5.74180 -1.31987 0.022 -0.005 0.098
H -9.67505 4.31756 -1.75337 0.051 -0.150 0.047
H -9.44747 5.34328 1.05996 0.055 0.008 -0.039
H -9.06161 3.84559 1.90237 0.045 -0.026 -0.038
H -10.28200 3.85270 0.63044 0.101 -0.154 -0.091
H -6.92641 -0.09918 1.46690 0.087 0.137 0.069
H -7.96614 -0.18164 0.04692 -0.106 0.132 -0.035
H -8.55370 0.58576 1.52507 -0.050 0.021 -0.093